#i
90
Properties=species:S:1:pos:R:3 method="wB97M-V/def2-TZVPD" lumo_energy_ev="-3.4 / -3.4" charge=+1 spin_multiplicity=3 s_squared=2.046
O -0.978 -1.163 -2.337
O 0.462 1.459 -7.097
C -0.034 -2.336 -2.657
C -0.776 -3.651 -2.671
H 0.726 -2.266 -1.867
H 0.406 -2.066 -3.620
H -1.185 -3.919 -1.689
H -0.063 -4.429 -2.942
H -1.576 -3.664 -3.419
C -2.010 -0.905 -3.426
C -1.496 -1.243 -4.807
H -2.297 0.156 -3.365
H -2.894 -1.509 -3.178
H -0.564 -0.716 -5.029
H -2.238 -0.939 -5.560
H -1.339 -2.318 -4.912
C 0.002 2.130 -5.928
C 1.729 0.855 -6.896
C -1.275 2.879 -6.269
H 0.762 2.849 -5.554
H -0.188 1.395 -5.118
H -1.286 3.206 -7.311
H -1.384 3.755 -5.628
H -2.145 2.234 -6.116
C 2.461 0.686 -8.216
H 1.562 -0.141 -6.450
H 2.362 1.454 -6.213
H 1.910 0.043 -8.905
H 3.442 0.242 -8.028
H 2.612 1.649 -8.711
H 3.489 2.272 -2.857
V -1.033 -0.542 -0.546
C 3.247 1.405 -2.277
Si 4.385 1.194 -0.794
H 3.349 0.529 -2.937
H 2.206 1.485 -1.944
C 5.774 -0.003 -1.208
C 3.407 0.541 0.680
C 5.095 2.889 -0.380
C -2.695 -1.690 -0.043
Si -4.009 -0.385 -0.198
H -2.440 -2.060 0.972
H -2.777 -2.573 -0.706
C -5.508 -1.126 -1.056
C -3.419 1.072 -1.237
C -4.494 0.289 1.478
H 5.124 3.500 -1.292
H 6.114 2.836 0.025
H 4.463 3.410 0.351
H 5.569 -1.017 -0.837
H 6.717 0.339 -0.759
H 5.920 -0.069 -2.296
H 3.169 -0.528 0.579
H 2.458 1.076 0.813
H 4.013 0.671 1.588
H -4.045 1.150 -2.137
H -2.359 1.068 -1.572
H -3.543 1.985 -0.641
H -5.490 0.750 1.419
H -3.777 1.047 1.820
H -4.525 -0.515 2.224
H -6.419 -0.614 -0.719
H -5.608 -2.195 -0.826
H -5.439 -1.016 -2.147
C -0.620 3.923 0.006
C -0.784 3.994 1.390
C -0.800 2.814 2.136
C -0.669 1.566 1.479
C -0.617 1.511 0.085
C -0.530 2.682 -0.657
C -0.444 0.322 2.197
C -0.349 0.248 3.599
C 0.176 -0.878 4.192
C 0.626 -1.929 3.368
C 1.361 -3.027 3.873
C 1.887 -3.980 3.012
C 1.633 -3.901 1.633
C 0.850 -2.880 1.111
C 0.373 -1.859 1.954
N -0.232 -0.755 1.393
H -0.588 4.839 -0.581
H -0.882 4.955 1.890
H -0.921 2.838 3.213
H -0.406 2.640 -1.735
H -0.680 1.095 4.188
H 0.268 -0.952 5.272
H 1.522 -3.093 4.951
H 2.493 -4.798 3.404
H 2.051 -4.647 0.956
H 0.612 -2.836 0.049

---

#ii
90
Properties=species:S:1:pos:R:3 method="wB97M-V/def2-TZVPD" lumo_energy_ev="-4.1 / -3.9" charge=+1 spin_multiplicity=3 s_squared=2.061
O 2.336 -0.150 -1.587
O -0.624 0.869 -3.960
C 2.781 1.204 -1.862
C 4.199 1.381 -1.371
H 2.109 1.891 -1.329
H 2.709 1.404 -2.942
H 4.267 1.139 -0.300
H 4.558 2.405 -1.520
H 4.866 0.718 -1.936
C 2.326 -1.064 -2.695
C 2.506 -0.521 -4.107
H 1.372 -1.618 -2.658
H 3.121 -1.784 -2.458
H 1.682 0.143 -4.414
H 2.513 -1.372 -4.803
H 3.473 -0.015 -4.236
C -1.670 -0.125 -3.991
C -1.022 2.170 -4.401
C -1.180 -1.218 -4.914
H -2.652 0.254 -4.364
H -1.804 -0.517 -2.963
H -1.127 -0.778 -5.925
H -1.894 -2.051 -4.916
H -0.179 -1.576 -4.612
C -0.856 2.209 -5.908
H -0.366 2.877 -3.877
H -2.066 2.479 -4.154
H 0.029 1.635 -6.216
H -0.763 3.250 -6.225
H -1.753 1.744 -6.337
H -1.418 1.589 -1.438
V 0.115 -0.281 1.199
C -0.855 1.340 -0.539
Si -2.048 2.529 0.307
H 0.196 1.621 -0.564
H -0.982 0.223 -0.446
C -1.440 4.147 -0.443
C -2.067 2.572 2.163
C -3.703 2.010 -0.425
C 1.878 -1.249 1.166
Si 1.543 -3.041 0.743
H 2.332 -1.082 2.168
H 2.482 -0.664 0.436
C 3.104 -3.718 -0.059
C 0.122 -3.347 -0.447
C 1.196 -3.952 2.346
H -3.609 1.642 -1.459
H -4.372 2.877 -0.430
H -4.159 1.216 0.179
H -0.428 4.378 -0.086
H -2.102 4.971 -0.156
H -1.404 4.103 -1.543
H -1.063 2.721 2.590
H -2.498 1.656 2.595
H -2.698 3.424 2.477
H 0.388 -4.176 -1.122
H -0.115 -2.479 -1.077
H -0.792 -3.644 0.081
H 1.122 -5.034 2.174
H 0.263 -3.633 2.829
H 2.015 -3.793 3.060
H 3.197 -4.797 0.120
H 3.987 -3.228 0.369
H 3.115 -3.552 -1.143
C -3.553 -2.743 1.015
C -3.542 -3.229 2.323
C -2.681 -2.652 3.262
C -1.787 -1.630 2.853
C -1.713 -1.238 1.498
C -2.662 -1.732 0.610
C -0.920 -0.895 3.760
C -0.907 -1.034 5.158
C -0.160 -0.156 5.929
C 0.574 0.877 5.312
C 1.217 1.910 6.040
C 1.897 2.921 5.372
C 1.991 2.899 3.966
C 1.402 1.887 3.216
C 0.662 0.897 3.881
N -0.101 0.007 3.136
H -4.252 -3.151 0.287
H -4.208 -4.049 2.608
H -2.655 -2.979 4.308
H -2.717 -1.347 -0.405
H -1.507 -1.828 5.578
H -0.138 -0.233 7.015
H 1.161 1.886 7.131
H 2.370 3.729 5.933
H 2.533 3.686 3.448
H 1.500 1.864 2.121

---

Structures ranked by computed energy, the most stable listed first: #i, #ii.

---

#i
78
Properties=species:S:1:pos:R:3 method="wB97M-V/def2-TZVPD" lumo_energy_ev="-4.0 / -4.0" charge=+1 spin_multiplicity=2 s_squared=0.754
Ta 0.400 0.735 1.115
C 2.022 -2.769 1.654
C 0.549 -2.558 1.703
C -0.375 -3.489 2.164
C -1.605 -2.884 2.025
N -1.426 -1.672 1.497
N -0.087 -1.449 1.296
B -2.472 -0.637 1.019
N -2.074 -0.265 -0.416
C -2.760 -0.436 -1.546
C -2.018 0.099 -2.579
C -0.857 0.600 -1.991
C 0.195 1.377 -2.701
N -0.893 0.349 -0.666
N -2.387 0.663 1.884
C -3.132 0.994 2.945
C -2.799 2.269 3.354
C -1.779 2.678 2.497
C -1.064 3.984 2.462
N -1.524 1.700 1.615
N -3.884 -1.158 1.029
C -5.023 -0.416 0.926
C -6.038 -1.249 0.552
C -5.428 -2.520 0.412
C -6.065 -3.812 0.022
N -4.138 -2.452 0.679
H 2.228 -3.837 1.674
H 2.502 -2.326 2.528
H 2.458 -2.372 0.741
H -0.166 -4.478 2.532
H -2.599 -3.248 2.214
H -3.723 -0.920 -1.537
H -2.278 0.140 -3.622
H 0.088 1.223 -3.774
H 1.196 1.108 -2.381
H 0.072 2.442 -2.501
H -3.878 0.314 3.322
H -3.241 2.834 4.155
H -1.792 4.794 2.473
H -0.451 4.074 1.567
H -0.414 4.090 3.329
H -5.027 0.645 1.116
H -7.073 -0.992 0.406
H -6.905 -4.045 0.675
H -5.338 -4.619 0.084
H -6.445 -3.766 -0.999
Cl 0.845 -0.944 -6.669
C 1.490 -1.062 -5.089
C 0.870 -1.884 -4.146
Cl -0.521 -2.787 -4.564
C 1.392 -1.974 -2.858
Cl 0.654 -2.958 -1.665
C 2.523 -1.242 -2.528
O 2.967 -1.304 -1.218
C 3.129 -0.398 -3.451
Cl 4.456 0.583 -2.965
C 2.618 -0.316 -4.742
Cl 3.349 0.728 -5.884
N 4.225 -1.766 -0.988
N 2.163 0.214 2.324
C 2.276 1.639 2.823
O 3.309 1.950 3.377
O 1.245 2.281 2.474
H 4.593 -2.079 -1.895
H 4.383 0.448 2.482
H 0.091 0.302 2.840
Cl 1.776 4.181 -1.315
C 3.121 3.319 -0.666
C 4.376 3.890 -0.676
C 5.475 3.262 -0.088
C 5.311 2.050 0.556
C 4.042 1.524 0.480
Cl 3.634 0.030 1.458
C 2.884 2.040 -0.102
N 1.698 1.391 -0.068
H 4.496 4.860 -1.138
H 6.447 3.732 -0.111
H 6.129 1.552 1.059

---

#ii
78
Properties=species:S:1:pos:R:3 method="wB97M-V/def2-TZVPD" lumo_energy_ev="-3.3 / -3.9" charge=+1 spin_multiplicity=2 s_squared=0.758
Ta 0.143 0.428 0.921
C 3.312 1.505 -0.770
C 2.302 0.722 -1.552
C 2.440 0.421 -2.894
C 1.264 -0.213 -3.250
N 0.480 -0.292 -2.183
N 1.106 0.248 -1.100
B -1.012 -0.804 -2.188
N -1.113 -2.185 -1.554
C -1.894 -3.881 0.238
C -1.443 -4.495 1.306
C 0.217 -1.916 1.067
C 1.234 -2.584 3.272
N -1.571 0.324 1.911
N -1.836 0.346 -1.516
C -3.032 0.779 -1.919
C -3.399 1.867 -1.153
C -2.354 2.061 -0.260
C -2.231 3.125 0.776
N -1.399 1.139 -0.487
N -1.444 -0.937 -3.628
C -1.650 -2.068 -4.349
C -1.857 -1.699 -5.651
C -1.745 -0.288 -5.649
C -1.903 0.654 -6.796
N -1.489 0.160 -4.432
H 3.795 2.208 -1.446
H 4.115 0.878 -0.371
H 2.870 2.101 0.024
H 3.273 0.664 -3.529
H 0.931 -0.588 -4.202
H -2.452 -4.262 -0.605
H -1.703 -5.548 1.371
H 1.042 -3.183 4.163
H 1.513 -1.594 3.629
H 2.052 -3.041 2.715
H -3.526 0.307 -2.750
H -4.294 2.457 -1.240
H -3.205 3.576 0.953
H -1.552 3.909 0.440
H -1.866 2.726 1.722
H -1.631 -3.035 -3.877
H -2.061 -2.343 -6.489
H -1.406 0.272 -7.687
H -1.481 1.625 -6.544
H -2.957 0.795 -7.041
Cl 2.860 7.277 3.254
C 2.315 5.748 2.709
C 2.299 4.662 3.586
Cl 2.831 4.842 5.202
C 1.849 3.425 3.140
Cl 1.830 2.045 4.173
C 1.401 3.269 1.832
O 0.958 2.076 1.419
C 1.439 4.346 0.949
Cl 0.930 4.097 -0.675
C 1.890 5.588 1.390
Cl 1.920 6.910 0.304
N 2.343 -0.313 1.496
N 2.959 -1.382 0.781
C 2.277 -2.224 -0.099
O 2.793 -2.691 -1.060
O 1.070 -2.702 0.362
H 2.863 0.534 1.284
H 2.459 -0.474 2.493
H 3.858 -1.139 0.391
Cl -1.536 -2.183 -0.045
C -0.078 -2.537 2.445
C -0.617 -3.990 2.453
C -1.408 -4.272 3.716
C -1.981 -3.316 4.439
C -1.833 -1.901 4.091
Cl -2.768 -0.749 4.955
C -0.965 -1.544 3.152
N -0.688 -0.228 2.705
H 0.261 -4.648 2.459
H -1.541 -5.312 3.988
H -2.573 -3.556 5.311

---

Structures ranked by computed energy, the most stable listed first: #ii, #i.

---

#i
59
Properties=species:S:1:pos:R:3 method="wB97M-V/def2-TZVPD" lumo_energy_ev=0.4
C 2.062 3.639 -2.244
C 2.066 2.259 -1.623
O 1.099 1.531 -1.614
N 3.277 1.933 -1.081
C 3.644 0.729 -0.467
C 4.996 0.411 -0.359
C 5.383 -0.776 0.233
C 4.435 -1.665 0.711
C 3.085 -1.356 0.600
C 2.068 -2.289 1.184
O 2.113 -2.606 2.359
N 1.112 -2.758 0.347
C 0.968 -2.466 -1.059
C -0.333 -1.697 -1.305
C -1.512 -2.511 -0.758
N -2.778 -1.866 -1.012
N -3.571 -2.417 -1.942
C -4.628 -1.640 -2.038
C -4.539 -0.549 -1.167
C -3.329 -0.723 -0.523
N -2.735 0.033 0.477
C -3.371 1.008 1.199
O -4.497 1.380 0.966
C -2.539 1.551 2.348
C -1.522 2.633 1.942
C -0.329 2.058 1.182
C -2.197 3.734 1.128
C -1.294 -2.877 0.716
C 0.049 -3.592 0.866
C 2.693 -0.150 0.037
H 2.752 3.673 -3.084
H 2.364 4.384 -1.511
H 1.061 3.867 -2.598
H 4.037 2.580 -1.235
H 5.740 1.098 -0.736
H 6.433 -1.011 0.320
H 4.731 -2.593 1.173
H 0.932 -3.417 -1.605
H 1.823 -1.895 -1.418
H -0.276 -0.717 -0.831
H -0.466 -1.534 -2.374
H -1.578 -3.443 -1.334
H -5.416 -1.881 -2.723
H -5.238 0.244 -1.013
H -1.779 -0.181 0.712
H -2.019 0.731 2.849
H -3.246 1.991 3.054
H -1.145 3.070 2.874
H 0.111 1.221 1.724
H -0.613 1.740 0.181
H 0.440 2.819 1.073
H -2.550 3.343 0.177
H -3.051 4.137 1.665
H -1.497 4.543 0.931
H -2.101 -3.526 1.058
H -1.283 -1.991 1.351
H 0.035 -4.540 0.316
H 0.268 -3.792 1.917
H 1.653 0.119 -0.014

---

#ii
59
Properties=species:S:1:pos:R:3 method="wB97M-V/def2-TZVPD" lumo_energy_ev=0.1
C -4.083 1.365 -2.282
C -2.591 1.643 -2.144
C -2.121 1.604 -0.685
C -0.688 2.161 -0.554
O -0.232 2.952 -1.348
N -0.039 1.748 0.554
C 1.343 2.084 0.820
C 2.266 0.884 0.615
C 3.728 1.262 0.905
N 4.707 0.211 0.749
C 4.590 -0.890 1.686
C 5.857 -1.742 1.582
O 6.037 -2.231 0.274
C 6.112 -1.169 -0.647
C 4.850 -0.304 -0.599
N -2.194 0.282 -0.076
C -1.668 -0.807 -0.764
C -0.499 -0.882 -1.509
C -0.168 -2.107 -2.057
C -0.974 -3.231 -1.882
C -2.146 -3.157 -1.156
C -2.487 -1.933 -0.599
C -3.616 -1.509 0.190
N -4.625 -2.193 0.576
C -5.600 -1.595 1.362
O -6.638 -2.160 1.633
C -5.245 -0.267 1.878
C -4.156 0.415 1.463
C -3.757 1.730 2.061
N -3.394 -0.171 0.481
H -4.385 1.477 -3.320
H -4.329 0.350 -1.973
H -4.666 2.060 -1.682
H -2.355 2.636 -2.529
H -2.024 0.917 -2.730
H -2.759 2.280 -0.110
H -0.445 1.006 1.105
H 1.607 2.890 0.133
H 1.427 2.451 1.848
H 2.178 0.539 -0.416
H 1.957 0.071 1.276
H 3.806 1.626 1.934
H 4.021 2.078 0.237
H 4.497 -0.491 2.698
H 3.718 -1.532 1.470
H 5.792 -2.617 2.231
H 6.723 -1.130 1.874
H 6.235 -1.624 -1.631
H 6.986 -0.540 -0.421
H 4.949 0.532 -1.293
H 3.989 -0.925 -0.902
H 0.124 -0.016 -1.666
H 0.737 -2.193 -2.640
H -0.676 -4.167 -2.328
H -2.792 -4.007 -1.013
H -5.882 0.143 2.644
H -4.139 2.567 1.477
H -4.188 1.806 3.056
H -2.674 1.818 2.143

---

Structures ranked by computed energy, the most stable listed first: #i, #ii.